Entry from the OMol25 dataset: C31H57N2O2P2RuS as an isolated structure at a distorted geometry (ωB97M-V/def2-TZVPD).

Summary:
Expectation value of S²: 6.06
HOMO level (spin up / spin down): -16.55 / -17.29 eV
Total energy: -72111.380 eV
Relative energy (zero: lowest compared OMol25 entry of this formula, charge and spin): 2.345 eV

```
! wB97M-V def2-TZVPD RIJCOSX def2/J DEFGRID3
* xyz 3 5
C -2.99157 -0.82015 0.36215
C -1.71167 -2.77554 0.25248
C -4.12006 -1.59855 0.56592
C -2.87160 -3.55393 0.00533
C -4.07629 -2.96066 0.31396
H -5.03322 -1.08536 0.81796
H -2.71373 -4.62204 -0.16363
H -4.94831 -3.57777 0.43869
N -1.82155 -1.41266 0.14865
P -1.69246 1.49701 -0.58731
P 0.97751 -2.19948 0.66910
C -3.06214 0.69862 0.38655
H -4.04446 1.04717 0.02767
H -2.99100 1.07816 1.42132
C 1.28636 1.05959 -0.34390
O 2.10866 1.88450 -0.44436
C -0.40699 -3.36859 0.48768
H -0.21647 -4.24195 -0.18269
C 2.72792 -2.57262 -0.18252
C 0.93128 -2.94381 2.42643
C -2.33506 1.49098 -2.39408
C -1.73454 3.31243 0.01843
C 3.20210 -1.41960 -1.07917
H 3.43173 -0.51527 -0.50508
H 4.13221 -1.72176 -1.58835
H 2.46404 -1.17992 -1.84937
C 3.82845 -2.78142 0.86227
H 3.95035 -1.89651 1.49836
H 3.67064 -3.66891 1.48108
H 4.78484 -2.92999 0.33893
C 2.54891 -3.80722 -1.04848
H 3.51321 -4.06433 -1.51312
H 2.22864 -4.68624 -0.47798
H 1.83774 -3.60621 -1.85783
C 1.96129 -2.30328 3.34261
H 2.03018 -1.21699 3.16136
H 1.60284 -2.45952 4.36810
H 2.94626 -2.77074 3.24966
C -0.47283 -2.65250 2.99291
H -0.73558 -1.59360 2.85965
H -1.24135 -3.27069 2.52244
H -0.49933 -2.93173 4.05008
C 1.16364 -4.47387 2.29969
H 0.77729 -4.93203 1.37583
H 2.22062 -4.76564 2.36525
H 0.58858 -4.95647 3.09941
C -0.77558 4.13399 -0.85471
H -0.72512 5.15326 -0.44575
H 0.23995 3.71648 -0.83558
H -1.10383 4.22142 -1.89618
C -1.23056 3.37041 1.46266
H -1.89187 2.83977 2.15749
H -0.22163 2.95976 1.56713
H -1.19687 4.42296 1.78394
C -3.13884 3.94220 0.02605
H -3.89831 3.27676 0.45483
H -3.10612 4.84277 0.65720
H -3.47581 4.27768 -0.95779
C -3.00131 0.14170 -2.65942
H -3.95405 0.03800 -2.12544
H -3.20921 0.05599 -3.73385
H -2.34925 -0.68845 -2.37816
C -1.11221 1.67625 -3.30599
H -0.45124 0.81052 -3.26371
H -1.46772 1.77785 -4.34110
H -0.52805 2.57015 -3.05001
C -3.35268 2.58542 -2.73340
H -4.23090 2.56848 -2.07947
H -2.91028 3.58707 -2.75094
H -3.70872 2.38868 -3.75441
Ru -0.01756 -0.19754 -0.18520
N 0.10074 -0.89141 -1.92818
C 0.06112 -1.53594 -2.94765
C -0.18741 -2.91601 -3.71316
C -0.30122 -4.30847 -3.02042
C -1.59645 -2.68841 -4.28086
C 1.00255 -2.93838 -4.67058
H 0.58379 -4.72339 -2.53076
H -1.14585 -4.45236 -2.33216
H -0.49684 -5.05063 -3.80586
H -1.73972 -1.65350 -4.61089
H -1.88510 -3.35891 -5.09444
H -2.32322 -2.83447 -3.46445
H 1.29498 -3.92640 -5.03196
H 0.80152 -2.23936 -5.48495
H 1.90899 -2.56212 -4.16860
C 1.69300 2.26459 3.19523
S 0.74625 0.76444 3.41682
C -0.38011 1.28903 4.72321
O -0.20912 0.64857 2.23102
H 2.56618 2.17648 3.85198
H 1.09367 3.13239 3.48854
H 2.02511 2.34414 2.15584
H -1.18931 0.54794 4.77618
H 0.18155 1.31021 5.66462
H -0.78111 2.28051 4.46855
*
```



Entry from the OMol25 dataset: C31H57N2O5P3SiTi as an isolated structure (ωB97M-V/def2-TZVPD).

Summary:
Expectation value of S²: 0.78
HOMO level (spin up / spin down): -8.86 / -10.77 eV
Total energy: -105154.364 eV
Relative energy (zero: lowest compared OMol25 entry of this formula, charge and spin): 0.995 eV

```
! wB97M-V def2-TZVPD RIJCOSX def2/J DEFGRID3
* xyz 1 2
Ti 0.27642 0.81777 -0.13018
C -0.19952 0.78159 3.81629
P 0.88472 1.19749 2.41793
C 1.40224 2.90098 2.78740
C 2.41574 0.22963 2.68307
C 3.52725 0.80139 1.80164
P 2.95750 0.95744 0.05901
C 3.76781 -0.42688 -0.78838
C 3.78892 2.43508 -0.59428
H -1.13469 1.33562 3.74205
H 0.29724 1.05532 4.74901
H -0.41962 -0.28435 3.83152
H 2.04807 2.91038 3.66820
H 0.52678 3.51254 2.99368
H 1.92765 3.33773 1.93964
H 2.21543 -0.81419 2.42054
H 2.69457 0.27210 3.74005
H 4.41875 0.17218 1.84326
H 3.82315 1.79531 2.14620
H 4.85182 -0.29448 -0.78062
H 3.42231 -0.48799 -1.82020
H 3.51645 -1.35647 -0.27887
H 4.85668 2.41740 -0.36923
H 3.34169 3.33371 -0.16961
H 3.66061 2.47021 -1.67739
C 1.19983 -0.44838 -3.56066
C 1.20052 1.01947 -3.28014
C 1.54940 1.96082 -4.22583
C 1.47364 3.31858 -3.89634
C 1.06360 3.72327 -2.64947
C 0.71755 2.73445 -1.70841
N 0.78982 1.42356 -2.06301
N 0.32738 2.87893 -0.42368
Si -0.74598 4.20488 0.03748
C 0.23203 5.76156 0.40676
C -1.95895 4.51171 -1.35791
C -1.72402 3.68522 1.55446
H 0.33404 -0.70980 -4.17347
H 1.15794 -1.03591 -2.64664
H 2.09071 -0.73204 -4.12173
H 1.86501 1.64163 -5.20830
H 1.75029 4.06147 -4.63349
H 1.02786 4.76747 -2.37443
H 0.77279 6.13245 -0.46545
H 0.95900 5.60976 1.20550
H -0.44246 6.55790 0.72922
H -1.50731 4.86755 -2.28289
H -2.68654 5.26182 -1.03928
H -2.51418 3.59790 -1.58441
H -1.52216 4.32421 2.41503
H -1.54403 2.64986 1.84503
H -2.79308 3.75390 1.34401
C -0.47856 -4.91963 2.06012
C -1.11972 -3.65676 1.51319
C -1.05383 -2.51039 2.50766
C -2.54646 -3.89904 1.05495
O -0.41209 -3.27266 0.28509
P 0.97878 -2.53604 0.17786
O 1.93609 -2.79754 1.26978
O 0.66015 -1.00786 0.03711
O 1.46193 -2.87218 -1.28234
C 1.75151 -4.20968 -1.83753
C 2.26838 -5.14099 -0.75708
C 2.81835 -3.94783 -2.88642
C 0.46977 -4.72571 -2.46782
H -0.99538 -5.22964 2.96964
H 0.56925 -4.74425 2.29752
H -0.55542 -5.73153 1.33668
H -1.68272 -2.73504 3.37100
H -1.42641 -1.59542 2.04333
H -0.03083 -2.36244 2.85551
H -3.15598 -4.23684 1.89336
H -2.57242 -4.66486 0.28053
H -2.98234 -2.98195 0.65728
H 3.15013 -4.73025 -0.26812
H 2.53318 -6.09327 -1.21845
H 1.51425 -5.33560 0.00429
H 3.69875 -3.49668 -2.42888
H 2.44080 -3.28204 -3.66223
H 3.11744 -4.88423 -3.35731
H -0.29806 -4.89163 -1.71517
H 0.66832 -5.66999 -2.97670
H 0.09370 -4.01350 -3.20250
C -2.95540 0.63355 -2.12021
C -2.75075 0.62637 -0.64484
O -1.50259 0.69369 -0.23422
C -3.77511 0.50287 0.34052
C -5.13329 0.48078 -0.03407
C -6.12426 0.35161 0.91898
C -5.79838 0.23270 2.26500
C -4.46134 0.24079 2.65010
C -3.46285 0.37305 1.70772
H -2.04041 0.94805 -2.62136
H -3.75489 1.31623 -2.41540
H -3.22633 -0.35929 -2.49215
H -5.40950 0.56542 -1.07635
H -7.16134 0.34147 0.61141
H -6.57800 0.13032 3.00696
H -4.20043 0.13846 3.69575
H -2.42631 0.36764 2.01509
*
```



> What is the total energy in the second record?

-105154.364 eV